116
Properties=species:S:1:pos:R:3 method="wB97M-V/def2-TZVPD" gap_ev=3.7 homo_ev=-4.03 charge=-1
Tl 0.004 -0.479 -0.150
C -1.731 -2.917 2.243
O -1.703 -1.574 1.800
C -2.798 -0.805 1.999
C -4.023 -1.319 2.412
C -5.098 -0.470 2.636
C -4.950 0.895 2.451
C -3.735 1.403 2.022
C -2.648 0.573 1.775
N -1.385 1.051 1.321
N -1.340 2.313 1.286
C -0.209 2.977 0.940
C 1.088 2.379 0.938
O 1.302 1.161 1.144
C 2.218 3.264 0.687
C 2.058 4.567 0.391
C 0.761 5.179 0.364
C 0.605 6.541 0.055
C -0.634 7.133 0.058
C -1.757 6.356 0.381
C -1.629 5.021 0.676
C -0.368 4.390 0.675
H -2.038 -2.969 3.290
H -2.405 -3.520 1.627
H -0.712 -3.278 2.153
H -4.140 -2.383 2.552
H -6.046 -0.885 2.952
H -5.784 1.563 2.624
H -3.614 2.462 1.849
H 3.195 2.795 0.698
H 2.919 5.188 0.156
H 1.490 7.123 -0.185
H -0.746 8.181 -0.190
H -2.740 6.812 0.386
H -2.501 4.423 0.898
C 1.691 7.208 -3.365
C 1.552 6.031 -4.325
N 1.572 4.754 -3.635
C 0.376 4.250 -3.179
C 0.215 3.103 -2.496
C -1.204 2.685 -2.106
O -2.103 3.503 -2.352
O -1.277 1.562 -1.557
C 1.378 2.314 -2.168
O 1.411 1.331 -1.452
C 2.662 2.835 -2.707
C 3.810 2.090 -2.476
C 5.026 2.557 -2.898
F 6.137 1.802 -2.706
C 5.142 3.794 -3.522
C 3.998 4.541 -3.758
C 2.736 4.057 -3.394
N 6.402 4.354 -3.904
C 7.630 3.873 -3.293
C 8.721 4.927 -3.604
N 7.997 6.166 -4.033
C 7.406 5.961 -5.395
C 6.620 4.633 -5.313
H 1.657 8.154 -3.908
H 2.631 7.149 -2.812
H 0.878 7.196 -2.639
H 2.340 6.046 -5.078
H 0.606 6.095 -4.863
H -0.509 4.839 -3.390
H 3.724 1.128 -1.985
H 4.102 5.525 -4.196
H 7.952 2.899 -3.671
H 7.482 3.784 -2.219
H 9.365 4.628 -4.429
H 9.337 5.154 -2.737
H 8.556 7.013 -3.965
H 7.171 6.209 -3.415
H 8.216 5.926 -6.121
H 6.764 6.814 -5.606
H 7.187 3.827 -5.796
H 5.669 4.723 -5.830
N 3.516 -1.854 0.193
C 2.715 -1.840 1.314
N 3.199 -2.187 2.495
N 2.153 -2.057 3.334
N 1.109 -1.659 2.700
N 1.423 -1.513 1.391
C 3.164 -1.541 -1.099
N 4.053 -1.466 -2.083
N 3.303 -1.179 -3.169
N 2.058 -1.083 -2.844
N 1.928 -1.313 -1.520
H 4.478 -2.098 0.348
C -2.238 -4.608 -1.452
Si -0.864 -3.355 -1.824
C -0.408 -3.593 -3.635
C 0.536 -4.006 -0.739
C -1.276 -1.515 -1.685
Si -2.982 -0.790 -2.122
C -3.986 0.446 -1.127
C -4.273 -2.187 -2.251
C -2.798 -0.190 -3.902
H -1.765 -5.582 -1.299
H -2.951 -4.705 -2.269
H -2.800 -4.369 -0.548
H -0.196 -4.637 -3.880
H 0.472 -2.989 -3.870
H -1.227 -3.250 -4.274
H 1.164 -4.692 -1.313
H 0.143 -4.557 0.118
H 1.181 -3.218 -0.365
H -0.646 -1.075 -2.471
H -4.549 -0.057 -0.336
H -4.703 0.885 -1.827
H -3.397 1.254 -0.711
H -4.367 -2.742 -1.316
H -4.056 -2.895 -3.051
H -5.248 -1.738 -2.460
H -2.006 0.553 -3.989
H -3.726 0.267 -4.256
H -2.556 -1.030 -4.559